(1)
The following is a quantum chemistry calculation of a structure of composition F24P4V in a non-equilibrium geometry, from the Open Molecules 2025 dataset.

Calculated values
LUMO energy (spin up / spin down), eV: 5.5639 / 5.5632
Spin multiplicity: 4
Kohn-Sham gap (spin up / spin down), Eh: 0.34512 / 0.46026
DFT total energy, Ha: -4707.2554
Charge: -2

Each line ends with the natural charge from an NBO analysis.
Positions of all 29 atoms, in Å:
V (0.2075, -0.0662, -0.0462)  1.365
P (2.0968, -0.2880, 2.1801)  2.603
F (1.7748, -0.2502, 3.7796)  -0.585
F (0.6310, -0.9955, 2.0011)  -0.569
F (1.2873, 0.9881, 1.9002)  -0.558
F (2.3207, -0.3600, 0.5250)  -0.569
F (3.4628, 0.5785, 2.4001)  -0.572
F (2.8067, -1.7220, 2.4004)  -0.562
P (-2.1578, 2.2392, 0.8000)  2.594
F (-3.6217, 1.6459, 1.0203)  -0.585
F (-1.6699, 1.0760, -0.1291)  -0.567
F (-2.8295, 2.9487, -0.5692)  -0.589
F (-0.7308, 3.0716, 0.7063)  -0.563
F (-2.7013, 3.3398, 1.9259)  -0.592
F (-1.4961, 1.2812, 2.0217)  -0.588
P (-1.0905, -2.8840, -0.3686)  2.605
F (-1.0666, -3.5669, 1.0425)  -0.569
F (0.3858, -2.2477, -0.0207)  -0.587
F (-0.3909, -4.2212, -1.0626)  -0.586
F (-0.8414, -2.0752, -1.7748)  -0.568
F (-2.5785, -3.4144, -0.6362)  -0.566
F (-1.6655, -1.4772, 0.2635)  -0.576
P (1.1365, 0.9012, -2.6705)  2.599
F (-0.3465, 0.5412, -2.2409)  -0.562
F (1.5294, -0.4934, -2.0047)  -0.562
F (0.9616, 0.2302, -4.1252)  -0.568
F (2.7329, 1.2085, -2.9493)  -0.574
F (0.6769, 2.3915, -3.1841)  -0.574
F (1.1761, 1.6203, -1.1845)  -0.574

***

(2)
The following is a quantum chemistry calculation of an isolated molecule of F2H2O4Si in a non-equilibrium geometry, from the Open Molecules 2025 dataset.

Calculated values
SMILES: O[Si](O)(F)OOF
LUMO energy, eV: -0.0541
Spin multiplicity: 1
Kohn-Sham gap, Eh: 0.36888
DFT total energy, Ha: -791.3399

Each line ends with the natural charge from an NBO analysis.
Positions of all 9 atoms, in Å:
O (-1.0699, 0.9570, 1.2208)  -1.103
Si (-0.7130, 0.0798, -0.0491)  2.489
O (-1.4137, -1.3400, -0.1529)  -1.103
F (-0.8843, 0.9964, -1.3218)  -0.636
O (1.1597, -0.3874, -0.2157)  -0.680
O (2.5963, -0.1350, -0.1180)  0.120
F (2.8915, 1.1553, -0.5433)  -0.146
H (-1.3153, 0.5961, 2.0713)  0.528
H (-1.2513, -1.9222, -0.8913)  0.532

***

(3)
The following is a quantum chemistry calculation of a structure of composition F2HMnO2P in a non-equilibrium geometry, from the Open Molecules 2025 dataset.

Calculated values
LUMO energy (spin up / spin down), eV: -12.4529 / -12.7174
Spin multiplicity: 6
Kohn-Sham gap (spin up / spin down), Eh: 0.35681 / 0.35077
DFT total energy, Ha: -1842.4693
Charge: +2

Each line ends with the natural charge from an NBO analysis.
Positions of all 7 atoms, in Å:
H (-0.0080, -1.5895, -0.1194)  0.613
P (-0.6096, 0.3121, -0.0109)  2.675
F (-0.9062, 1.1557, 1.2523)  -0.454
F (-0.7862, 1.2162, -1.2500)  -0.458
O (-1.1983, -1.0932, -0.1634)  -0.929
O (0.8488, -0.2572, 0.0528)  -1.299
Mn (2.6596, 0.2560, 0.2387)  1.852

***

Among the records above, which one has the highest spin multiplicity? F2HMnO2P